Record 1
Density functional theory data (ωB97M-V with the def2-TZVPD basis set) for a cluster of 3 separate species, C17H44N3O5S in total at a distorted geometry.

XYZ file:
```
70
Properties=species:S:1:pos:R:3:forces:R:3:lowdin_charge:R:1
C 3.463 4.927 4.772 -1.00 -0.31 -1.07 -0.065
C 2.064 4.052 4.618 -0.13 2.72 1.13 -0.180
O 2.329 2.606 4.565 -0.50 1.69 1.68 -0.129
N 1.932 2.057 3.399 0.13 -1.63 -1.33 -0.039
C 3.083 2.173 2.413 2.02 -0.52 -1.74 -0.384
S 2.694 3.188 0.888 0.58 -0.07 0.47 0.808
C 3.839 4.692 0.747 0.56 1.69 -0.25 -0.489
C 2.813 6.005 0.620 -0.30 -1.32 0.24 -0.179
H 4.068 4.727 3.765 -1.01 0.55 2.44 0.060
H 4.059 4.626 5.735 -1.18 0.68 -2.02 0.103
H 3.129 6.071 4.763 0.88 -2.56 0.23 0.113
H 1.371 4.230 5.566 1.51 -0.48 -2.06 0.152
H 1.496 4.480 3.674 1.10 -1.32 1.69 0.134
H 1.777 1.025 3.603 -0.23 0.98 -0.28 0.188
H 1.026 2.446 3.048 0.68 -0.12 0.12 0.186
H 3.983 2.681 2.962 -1.83 -1.41 -0.89 0.123
H 3.313 1.069 2.048 -0.31 2.42 0.91 0.129
H 4.593 4.791 1.636 -1.59 -0.33 -1.58 0.074
H 4.484 4.645 -0.253 -1.49 -0.34 2.26 0.102
H 1.889 5.746 1.324 2.00 0.94 -1.50 0.058
H 3.322 7.015 0.926 -0.97 -2.04 -0.78 0.091
H 2.424 5.990 -0.491 0.76 0.39 2.31 0.089
C -3.047 -4.307 3.943 0.29 -0.25 0.00 -0.109
O -1.995 -4.653 3.050 -0.51 0.21 -0.13 -0.200
C -2.351 -4.500 1.670 0.62 0.08 -0.17 -0.195
C -1.585 -3.325 1.042 -0.63 -0.13 0.31 -0.191
N -2.064 -2.037 1.557 0.44 0.01 0.08 -0.039
C -1.206 -0.902 1.202 -0.16 -0.08 0.26 -0.184
C 0.240 -0.908 1.740 -0.34 0.31 -0.40 -0.210
O 0.332 -0.764 3.159 0.49 0.28 -0.25 -0.227
C 0.187 -1.976 3.885 -0.01 -0.04 0.55 -0.080
H -2.755 -4.614 4.949 0.05 -0.02 -0.15 0.091
H -3.210 -3.228 3.950 -0.24 0.12 0.01 0.072
H -3.975 -4.824 3.678 0.03 0.12 0.03 0.092
H -3.435 -4.397 1.530 0.16 0.14 0.15 0.125
H -2.043 -5.422 1.166 -0.03 0.10 0.01 0.123
H -1.721 -3.348 -0.047 0.03 0.09 0.14 0.108
H -0.525 -3.470 1.261 0.17 -0.22 -0.10 0.101
H -2.118 -2.086 2.572 -0.09 -0.06 -0.32 0.067
H -1.703 -0.005 1.589 0.13 -0.01 -0.03 0.119
H -1.184 -0.801 0.110 0.10 -0.16 0.09 0.104
H 0.742 -0.027 1.321 -0.02 0.04 -0.04 0.102
H 0.818 -1.771 1.394 -0.11 -0.08 0.17 0.117
H 0.582 -2.840 3.342 -0.14 0.13 -0.04 0.098
H -0.861 -2.132 4.145 0.06 -0.23 -0.05 0.076
H 0.740 -1.879 4.824 -0.01 0.05 -0.14 0.093
C -0.539 1.345 -6.219 -0.43 0.01 -0.02 -0.114
O -1.722 0.560 -6.319 0.57 -0.05 -0.20 -0.200
C -1.530 -0.660 -7.046 -0.50 -0.34 0.29 -0.199
C -1.619 -1.871 -6.103 0.51 0.48 -0.18 -0.203
N -0.457 -1.940 -5.210 -0.28 0.03 0.10 -0.057
C -0.607 -2.908 -4.118 0.06 0.38 0.09 -0.193
C -1.738 -2.660 -3.099 0.40 -0.34 0.13 -0.211
O -1.545 -1.502 -2.285 -0.26 -0.19 -0.31 -0.210
C -1.979 -0.286 -2.877 0.14 0.07 0.31 -0.093
H -0.811 2.319 -5.809 -0.09 -0.12 -0.05 0.088
H 0.179 0.879 -5.541 0.26 -0.01 -0.04 0.071
H -0.082 1.497 -7.203 0.05 -0.04 0.10 0.090
H -0.592 -0.660 -7.617 -0.03 0.05 0.26 0.122
H -2.352 -0.723 -7.767 0.08 -0.03 0.06 0.121
H -1.666 -2.789 -6.701 0.02 0.09 0.09 0.124
H -2.549 -1.778 -5.538 -0.25 -0.01 -0.12 0.098
H -0.300 -1.022 -4.798 -0.05 -0.26 -0.19 0.066
H 0.344 -2.905 -3.570 -0.15 -0.07 0.02 0.117
H -0.718 -3.911 -4.545 -0.10 0.10 0.02 0.119
H -1.738 -3.510 -2.407 0.03 0.10 -0.04 0.107
H -2.731 -2.655 -3.561 0.05 0.20 -0.06 0.113
H -2.847 -0.424 -3.530 0.15 -0.02 -0.02 0.095
H -1.157 0.176 -3.425 -0.14 0.12 -0.22 0.069
H -2.259 0.402 -2.075 -0.02 -0.14 0.01 0.085
```
Forces are in eV/Å.

**LUMO level**: -2.54 eV
**Multiplicity**: 1
**M**: 402.62 g mol⁻¹
**Net charge**: +1
**Gap between HOMO and LUMO**: 7.8 eV



Record 2
Density functional theory data (ωB97M-V with the def2-TZVPD basis set) for a cluster of 8 separate species, C17H45BF4N2O9 in total at a distorted geometry.

XYZ file:
```
78
Properties=species:S:1:pos:R:3:forces:R:3:lowdin_charge:R:1
N 0.647 0.356 0.552 -0.23 -0.23 -0.25 0.284
H 0.899 0.764 -0.349 -0.18 0.35 0.30 0.055
H 1.451 -0.230 0.767 -0.03 0.08 0.66 0.090
H -0.232 -0.175 0.403 -0.27 -0.22 -0.07 0.071
H 0.437 1.066 1.279 0.56 0.39 0.71 0.092
N -2.383 -0.041 2.863 -0.46 0.38 0.30 0.265
H -2.543 0.889 3.242 0.31 0.24 -0.24 0.112
H -3.227 -0.589 2.989 0.06 -0.14 0.08 0.108
H -1.628 -0.453 3.464 1.00 -0.71 0.60 0.075
H -2.192 -0.024 1.832 0.19 -0.11 -0.49 0.060
C -1.338 3.198 1.047 0.45 1.55 0.17 -0.099
C -0.281 3.564 2.112 0.24 -1.61 2.52 -0.661
C -0.899 4.611 3.074 -0.52 0.59 -0.73 -0.123
O 0.120 2.474 2.882 -1.17 -0.03 -1.34 -0.314
H -0.882 2.475 0.377 -0.53 0.05 -0.37 0.038
H -1.622 4.157 0.586 0.27 -0.19 -0.85 0.053
H -2.309 2.898 1.451 0.34 -0.69 0.40 0.055
H 0.667 3.933 1.682 -0.30 0.71 -0.78 0.104
H -1.177 5.568 2.602 0.15 0.08 -0.25 0.040
H -0.279 4.866 3.932 0.14 -0.41 0.00 0.055
H -1.860 4.195 3.395 0.13 -0.14 0.40 0.049
C -1.787 0.137 -2.152 0.64 0.44 -0.51 -0.086
C -2.697 -0.252 -0.988 -0.34 -1.51 0.01 -0.612
C -3.607 -1.456 -1.436 -0.79 1.78 0.24 -0.083
O -2.039 -0.533 0.183 0.35 0.14 -0.06 -0.318
H -1.191 1.005 -1.859 -0.05 0.03 -0.08 0.051
H -2.295 0.373 -3.095 -0.51 0.29 0.26 0.066
H -1.069 -0.610 -2.512 0.03 -0.44 0.68 0.065
H -3.426 0.568 -0.877 -0.01 0.37 0.06 0.111
H -4.259 -1.050 -2.222 0.39 -0.42 -0.69 0.053
H -4.374 -1.583 -0.668 0.49 -0.67 0.44 0.056
H -3.071 -2.358 -1.718 -0.06 -0.08 0.05 0.051
C -1.788 -3.366 4.628 -0.24 -0.56 -1.00 -0.115
C -0.429 -2.656 4.499 0.25 2.03 -1.04 -0.660
C 0.177 -2.824 3.058 -1.07 -0.43 0.59 -0.092
O -0.513 -1.298 4.716 -0.96 -0.38 0.04 -0.330
H -2.263 -3.347 5.610 0.48 -0.11 0.24 0.051
H -1.706 -4.385 4.221 -0.02 -0.30 0.53 0.048
H -2.556 -2.942 3.967 0.28 0.48 -0.14 0.042
H 0.296 -3.156 5.167 -0.01 -0.17 0.40 0.097
H 0.342 -3.892 2.860 0.26 0.04 -0.42 0.050
H 1.063 -2.207 2.939 0.27 -0.21 0.33 0.067
H -0.552 -2.403 2.356 -0.10 -0.26 -0.15 0.048
B 3.749 0.996 2.309 -0.38 0.99 -0.11 -1.300
F 4.812 0.302 2.864 0.45 -0.32 0.52 0.102
F 2.592 0.997 3.043 0.19 -0.37 0.46 0.142
F 4.146 2.349 2.066 0.23 0.01 -0.15 0.050
F 3.460 0.409 1.058 -0.10 -0.46 -1.13 0.062
C -1.029 -4.709 -0.894 0.27 -0.17 -1.75 -0.065
C -0.185 -3.449 -0.810 -0.68 -0.04 1.28 -0.189
O 0.515 -3.224 -2.050 -1.45 -1.14 -0.60 0.053
C 1.365 -2.250 -2.056 1.88 0.06 0.36 -0.601
O 1.641 -1.544 -1.122 -0.03 0.34 -0.56 0.137
O 2.054 -2.301 -3.234 -0.39 -0.15 -0.29 -0.011
C 3.185 -1.451 -3.296 0.00 1.30 1.29 -0.056
H -1.389 -4.676 -1.931 -0.24 -0.18 0.00 0.072
H -1.936 -4.694 -0.296 0.32 0.15 0.44 0.077
H -0.509 -5.666 -0.831 0.15 0.11 0.40 0.066
H 0.563 -3.436 -0.019 -0.16 -0.07 0.13 0.123
H -0.930 -2.676 -0.605 0.54 0.65 -0.15 0.100
H 2.856 -0.408 -3.309 -0.02 0.01 -0.23 0.073
H 3.836 -1.621 -4.148 -0.40 -0.57 -0.13 0.090
H 3.733 -1.513 -2.353 0.24 -0.24 -0.17 0.102
C 0.114 1.944 -5.788 1.09 0.73 -0.89 -0.067
C 0.839 1.442 -4.567 -1.32 -0.89 0.54 -0.232
O 1.530 2.494 -3.927 0.79 0.35 -0.44 0.036
C 1.835 2.356 -2.625 -0.41 1.16 0.21 -0.576
O 1.169 1.773 -1.816 0.16 -0.48 -0.35 0.114
O 2.886 3.116 -2.374 -0.14 0.28 -0.48 0.017
C 3.371 3.124 -1.030 0.08 -2.02 1.17 -0.015
H 0.841 2.499 -6.394 -0.02 0.20 0.07 0.073
H -0.698 2.638 -5.580 -0.14 -0.25 0.18 0.080
H -0.180 1.150 -6.473 -0.38 -0.24 0.44 0.075
H 1.536 0.640 -4.821 0.08 0.09 -0.06 0.118
H 0.101 1.042 -3.867 0.16 -0.17 0.06 0.099
H 4.446 3.266 -1.086 -0.17 0.60 0.11 0.099
H 3.240 2.119 -0.611 0.24 -0.04 -0.11 0.079
H 2.815 3.694 -0.285 0.09 0.80 -0.60 0.105
```
Forces are in eV/Å.

**LUMO level**: 4.00 eV
**Multiplicity**: 1
**Energy above the lowest of the compared OMol25 structures with the same formula, charge and spin**: 7.7 kcal/mol
**M**: 508.36 g mol⁻¹
**Net charge**: -2
**Gap between HOMO and LUMO**: 4.7 eV



Record 3
Density functional theory data (ωB97M-V with the def2-TZVPD basis set) for a cluster of 5 separate species, C17H45BF4N3O5 in total at a distorted geometry.

XYZ file:
```
75
Properties=species:S:1:pos:R:3:forces:R:3:lowdin_charge:R:1
C -3.284 -4.721 2.066 2.18 0.22 -0.28 0.051
N -1.905 -4.159 2.450 -0.76 0.33 1.34 -0.338
C -2.112 -2.705 2.656 -0.52 1.18 -0.41 -0.022
C -1.518 -4.714 3.800 -0.63 -0.70 -0.24 0.022
C -0.847 -4.371 1.406 -0.44 0.57 -1.17 -0.100
C -0.896 -5.694 0.693 0.09 -0.21 -0.52 -0.244
O -0.727 -6.750 1.617 0.13 -0.25 -0.39 -0.047
H -3.956 -4.507 2.887 -0.14 -0.14 -0.05 0.109
H -3.067 -5.769 1.889 -0.72 -0.14 0.05 0.098
H -3.523 -4.179 1.156 -0.46 -0.26 -0.06 0.112
H -2.877 -2.541 3.413 0.20 -0.25 0.22 0.111
H -2.513 -2.261 1.743 0.21 -0.18 -0.15 0.106
H -1.213 -2.141 2.891 0.22 -0.42 0.06 0.114
H -0.595 -4.250 4.125 0.09 -0.15 -0.01 0.118
H -1.493 -5.800 3.743 0.62 0.06 -0.24 0.101
H -2.329 -4.527 4.504 0.09 0.51 -0.07 0.107
H 0.126 -4.087 1.800 -0.05 -0.36 0.39 0.153
H -1.020 -3.612 0.636 -0.12 0.07 0.11 0.126
H -0.139 -5.677 -0.104 0.34 0.08 0.49 0.140
H -1.805 -5.836 0.084 -0.19 0.24 0.51 0.124
H -0.495 -7.532 1.099 -0.04 -0.06 0.36 0.109
C 3.873 0.636 0.126 0.90 -1.20 -1.39 0.040
N 4.300 1.288 -1.178 -0.12 0.28 0.53 -0.350
C 5.571 0.648 -1.669 -0.09 0.48 0.92 0.006
C 3.230 1.054 -2.192 0.09 0.56 0.34 -0.003
C 4.398 2.814 -0.976 -0.21 -1.11 -0.38 -0.094
C 5.514 3.271 -0.063 0.05 -0.57 -0.75 -0.196
O 6.779 3.007 -0.689 -0.02 0.23 0.18 -0.078
H 4.100 -0.400 -0.137 -0.60 -0.29 0.58 0.104
H 2.814 0.789 0.292 0.15 0.23 0.30 0.085
H 4.549 0.896 0.933 -0.35 0.47 0.05 0.107
H 6.219 0.585 -0.798 0.28 0.13 -0.24 0.106
H 6.005 1.303 -2.414 0.10 -0.20 -0.12 0.105
H 5.389 -0.366 -2.017 -0.31 0.11 -0.18 0.105
H 3.496 1.611 -3.089 0.12 -0.31 -0.15 0.106
H 2.315 1.497 -1.803 -0.11 -0.29 0.04 0.103
H 3.134 -0.014 -2.354 -0.18 0.02 -0.07 0.104
H 3.412 3.027 -0.562 0.11 0.60 0.14 0.115
H 4.554 3.143 -2.004 -0.11 0.58 0.11 0.128
H 5.468 2.704 0.861 0.06 0.39 0.24 0.111
H 5.371 4.333 0.120 -0.08 -0.02 0.34 0.138
H 7.043 3.784 -1.192 0.05 0.00 0.09 0.094
C -1.825 2.088 -2.357 0.87 -0.28 0.40 0.009
N -3.183 1.665 -1.877 0.62 1.03 -1.01 -0.338
C -3.520 0.303 -2.449 -0.15 0.51 0.96 0.032
C -3.201 1.637 -0.356 0.28 -0.96 -1.33 0.059
C -4.153 2.657 -2.475 -1.22 0.14 0.53 -0.119
C -4.126 4.045 -1.858 0.58 -0.31 0.49 -0.227
O -4.875 4.057 -0.655 -0.12 0.17 -0.37 -0.047
H -1.435 2.975 -1.859 -0.67 0.20 0.14 0.108
H -1.888 2.299 -3.420 0.16 -0.33 -0.07 0.111
H -1.071 1.351 -2.075 -0.28 -0.40 -0.34 0.099
H -3.355 0.351 -3.519 0.19 -0.29 0.00 0.115
H -4.569 0.098 -2.238 -0.05 0.18 -0.10 0.108
H -2.945 -0.428 -1.887 0.43 -0.08 -0.52 0.088
H -4.244 1.506 -0.090 0.10 0.25 0.50 0.114
H -2.677 2.500 0.035 -0.42 0.21 0.08 0.113
H -2.594 0.756 -0.148 -0.10 0.03 0.43 0.095
H -5.118 2.156 -2.369 -0.24 0.54 0.34 0.136
H -4.081 2.810 -3.553 0.89 -0.64 -0.01 0.139
H -4.439 4.752 -2.632 -0.47 0.07 0.25 0.131
H -3.099 4.331 -1.606 0.11 -0.09 -0.30 0.120
H -4.616 4.843 -0.161 -0.20 -0.05 0.08 0.108
B 0.088 -0.907 -0.300 0.74 -0.63 0.91 -1.267
F 0.125 -1.548 0.978 -0.19 0.41 0.00 0.070
F 0.090 0.493 -0.167 -0.50 -0.71 -0.74 0.079
F 1.214 -1.354 -0.988 0.05 0.29 -0.42 0.117
F -1.085 -1.349 -0.927 -0.65 0.15 -0.41 0.092
C 0.864 2.173 1.900 -0.34 0.41 1.00 -0.045
C 1.954 3.042 2.501 1.62 1.83 -0.44 -0.773
O 1.805 3.543 3.626 -0.66 -0.81 0.04 -0.057
O 2.943 3.332 1.740 -0.11 -0.84 -0.63 -0.122
H 1.051 1.704 0.941 0.33 0.22 0.52 0.018
H 0.022 2.866 1.796 -0.19 -0.17 -0.09 0.068
H 0.601 1.478 2.702 -0.26 -0.33 -0.40 0.075
```
Forces are in eV/Å.

**LUMO level**: -2.17 eV
**Multiplicity**: 1
**M**: 458.37 g mol⁻¹
**Net charge**: +1
**Gap between HOMO and LUMO**: 5.9 eV



Q: Among the records above, which one has the lowest LUMO level?
A: C17H44N3O5S